1.
DFT (ωB97M-V/def2-TZVPD) results for 6 unconnected molecules or ions with the total composition C21H42NO11S6 in a non-equilibrium geometry.

CARTESIAN COORDINATES (ANGSTROEM)
N: -0.72 -6.79 2.96
C: 0.23 -6.41 2.42
O: 1.09 -5.64 1.78
S: 1.80 -4.56 2.79
H: 0.71 -3.82 3.26
H: 2.14 -5.31 3.88
C: 0.12 -0.23 -0.66
C: -0.47 -1.56 -1.13
C: 0.11 -2.66 -0.24
S: 0.49 -1.88 1.32
O: 1.92 -1.93 1.53
O: -0.40 -2.40 2.36
C: 0.01 -0.23 0.87
H: -0.40 0.62 -1.09
H: 1.17 -0.17 -0.96
H: -1.57 -1.54 -1.02
H: -0.25 -1.75 -2.18
H: -0.60 -3.47 -0.08
H: 1.04 -3.06 -0.65
H: 0.66 0.49 1.35
H: -1.02 -0.09 1.19
C: -5.83 1.30 1.40
C: -6.47 0.20 0.53
C: -5.50 -0.09 -0.62
S: -3.86 0.29 0.00
O: -3.33 1.41 -0.75
O: -3.10 -0.93 0.14
C: -4.38 0.87 1.61
H: -6.35 1.41 2.35
H: -5.87 2.25 0.87
H: -6.62 -0.70 1.13
H: -7.45 0.51 0.16
H: -5.53 -1.13 -0.93
H: -5.69 0.55 -1.48
H: -3.73 1.68 1.93
H: -4.31 0.03 2.30
C: 4.87 -3.90 -4.22
C: 5.03 -4.22 -2.73
C: 4.63 -2.96 -1.95
S: 3.46 -2.09 -2.99
O: 4.04 -0.84 -3.40
O: 2.14 -2.14 -2.37
C: 3.52 -3.22 -4.37
H: 4.93 -4.80 -4.84
H: 5.67 -3.23 -4.54
H: 4.36 -5.05 -2.47
H: 6.04 -4.53 -2.49
H: 4.16 -3.20 -1.00
H: 5.49 -2.31 -1.79
H: 3.41 -2.66 -5.30
H: 2.70 -3.93 -4.25
C: 7.59 1.55 -1.11
C: 8.72 1.87 -2.10
C: 9.09 0.56 -2.81
S: 7.61 -0.45 -2.81
O: 7.84 -1.62 -1.99
O: 7.10 -0.56 -4.15
C: 6.59 0.70 -1.89
H: 7.13 2.45 -0.72
H: 7.99 0.98 -0.27
H: 8.37 2.60 -2.83
H: 9.59 2.30 -1.60
H: 9.41 0.72 -3.84
H: 9.87 0.01 -2.27
H: 5.90 0.14 -1.25
H: 6.03 1.29 -2.60
C: -7.83 6.14 4.64
C: -6.64 6.46 3.73
C: -6.20 5.15 3.07
S: -7.67 4.12 2.98
O: -7.48 2.97 3.83
O: -8.08 3.98 1.61
C: -8.77 5.26 3.81
H: -8.34 7.05 4.98
H: -7.49 5.60 5.52
H: -6.95 7.17 2.96
H: -5.82 6.91 4.28
H: -5.82 5.30 2.06
H: -5.46 4.62 3.67
H: -9.49 4.71 4.41
H: -9.28 5.84 3.04

E_LUMO, eV: -5.389
Orbital gap, eV: 6.562
Total charge: +1

***

2.
DFT (ωB97M-V/def2-TZVPD) results for 20 unconnected molecules or ions with the total composition H40O19S in a non-equilibrium geometry.

CARTESIAN COORDINATES (ANGSTROEM)
S: 0.17 -0.13 -0.92
H: 0.27 -0.53 -2.22
H: 0.85 1.02 -1.17
H: 0.56 4.74 -0.68
H: 0.83 3.19 -0.24
O: 1.08 4.15 -0.15
H: 3.30 -2.28 0.15
H: 3.74 -3.41 -0.70
O: 3.00 -3.17 -0.12
H: -2.82 -3.09 1.53
H: -4.20 -2.43 0.92
O: -3.59 -3.19 0.96
H: -2.02 2.47 -2.28
H: -3.23 1.73 -1.99
O: -2.98 2.66 -2.08
H: 3.01 -0.48 2.17
H: 3.46 0.10 0.77
O: 3.53 -0.66 1.37
H: 0.04 -2.37 -3.09
H: -1.39 -2.50 -2.87
O: -0.78 -2.28 -3.60
H: -2.34 -0.61 -2.76
H: -3.60 -1.68 -2.67
O: -3.16 -0.88 -2.41
H: 0.80 -0.64 3.39
H: 2.17 -1.01 3.78
O: 1.70 -0.31 3.31
H: -2.49 0.81 4.03
H: -1.58 -0.41 3.78
O: -1.60 0.51 4.17
H: 4.92 0.99 -0.62
H: 4.04 2.08 -0.22
O: 3.97 1.16 -0.68
H: -0.36 2.11 2.35
H: -0.41 3.51 1.90
O: -0.30 2.64 1.50
H: -0.17 0.79 -3.94
H: -0.86 -0.51 -3.78
O: -1.04 0.44 -3.79
H: 0.93 -2.68 0.02
H: 1.32 -3.54 1.14
O: 0.71 -2.81 0.96
H: -1.80 2.65 1.03
H: -3.11 2.94 0.29
O: -2.77 2.52 1.08
H: -1.34 -0.75 2.35
H: -0.34 -2.01 1.90
O: -0.99 -1.63 2.50
H: -1.64 -3.39 -0.36
H: -0.31 -4.20 0.05
O: -0.85 -3.89 -0.65
H: 2.99 1.49 -2.16
H: 2.29 2.27 -3.33
O: 2.19 2.02 -2.41
H: -2.63 0.54 0.77
H: -3.62 -0.26 -0.12
O: -3.01 -0.29 0.60
H: 2.70 3.22 0.59
H: 3.18 2.33 1.69
O: 3.55 2.94 0.97

E_LUMO, eV: -0.137
Orbital gap, eV: 9.417
Total charge: 0

***

3.
DFT (ωB97M-V/def2-TZVPD) results for 2 unconnected molecules or ions with the total composition C2HClN2O2 in a non-equilibrium geometry.

CARTESIAN COORDINATES (ANGSTROEM)
N: -0.14 1.24 -2.79
N: 0.57 0.68 -2.19
O: 1.38 0.10 -1.63
O: -0.95 -1.51 -0.17
C: -0.70 -0.69 0.65
C: -0.35 0.10 1.62
Cl: 0.79 -0.94 2.61
H: -0.60 1.03 1.90

E_LUMO, eV: -0.364
SMILES: N#[N+][O-].O=C=CCl
Orbital gap, eV: 9.186
Total charge: 0

***

4.
DFT (ωB97M-V/def2-TZVPD) results for a single C26H30N6O2 molecule.

CARTESIAN COORDINATES (ANGSTROEM)
C: -1.27 -0.24 2.60
O: -2.48 -0.61 1.99
C: -3.17 -1.60 2.72
C: -4.52 -1.88 2.07
C: -4.41 -2.74 0.81
N: -3.68 -2.07 -0.25
C: -2.41 -2.35 -0.54
O: -1.75 -3.26 -0.08
C: -1.83 -1.38 -1.60
C: -2.71 -1.37 -2.74
N: -3.40 -1.37 -3.65
C: -1.79 0.00 -0.98
N: -2.96 0.55 -0.83
C: -3.04 1.83 -0.39
C: -4.29 2.44 -0.18
C: -4.34 3.75 0.19
C: -3.16 4.50 0.36
C: -1.93 3.93 0.17
C: -1.85 2.57 -0.20
N: -0.64 1.98 -0.31
C: -0.58 0.69 -0.63
N: 0.66 0.15 -0.68
C: 0.97 -1.23 -0.33
C: 2.09 -1.26 0.71
N: 3.33 -0.75 0.15
C: 4.28 -0.40 1.19
C: 5.64 -0.14 0.60
C: 6.40 0.95 1.01
C: 7.66 1.17 0.47
C: 8.16 0.31 -0.49
C: 7.41 -0.77 -0.90
C: 6.16 -1.00 -0.36
C: 3.08 0.33 -0.80
C: 1.78 1.07 -0.53
H: -0.84 0.56 2.00
H: -1.44 0.13 3.62
H: -0.58 -1.09 2.65
H: -3.32 -1.25 3.76
H: -2.57 -2.52 2.76
H: -4.98 -0.92 1.82
H: -5.16 -2.39 2.79
H: -3.87 -3.67 1.03
H: -5.41 -2.98 0.44
H: -4.02 -1.16 -0.54
H: -0.85 -1.73 -1.92
H: -5.18 1.85 -0.33
H: -5.30 4.23 0.35
H: -3.24 5.54 0.65
H: -1.02 4.48 0.30
H: 1.31 -1.78 -1.22
H: 0.10 -1.73 0.09
H: 1.77 -0.69 1.60
H: 2.26 -2.30 1.02
H: 3.95 0.47 1.79
H: 4.35 -1.26 1.86
H: 6.01 1.63 1.75
H: 8.24 2.02 0.80
H: 9.14 0.49 -0.91
H: 7.80 -1.45 -1.65
H: 5.56 -1.84 -0.68
H: 3.92 1.03 -0.78
H: 3.04 -0.11 -1.81
H: 1.64 1.89 -1.24
H: 1.79 1.51 0.48

E_LUMO, eV: -0.214
SMILES: COCCCNC(=O)[C@@H](C#N)c1nc2ccccc2nc1N1CCN(Cc2ccccc2)CC1
Orbital gap, eV: 8.017
Total charge: 0

***

5.
DFT (ωB97M-V/def2-TZVPD) results for a gas-phase ion, C7H14N3OS (charge +1) in a non-equilibrium geometry.

CARTESIAN COORDINATES (ANGSTROEM)
C: -0.83 0.26 2.30
C: -1.56 0.49 0.99
N: -0.48 0.33 -0.01
C: -1.03 0.32 -1.37
C: 0.01 0.37 -2.49
N: 0.54 1.21 0.26
C: 1.77 0.56 0.32
O: 2.85 0.98 0.56
N: 1.55 -0.83 0.16
C: 2.71 -1.69 0.31
C: 0.28 -1.13 0.02
S: -0.61 -2.39 -0.12
H: -0.35 -0.64 2.50
H: -0.05 0.93 2.43
H: -1.44 0.60 3.21
H: -2.07 1.51 0.69
H: -2.42 -0.32 1.02
H: -1.66 -0.56 -1.57
H: -1.66 1.20 -1.57
H: 0.88 0.62 -2.09
H: 0.22 -0.61 -2.84
H: -0.44 0.96 -3.21
H: 0.43 2.13 0.69
H: 2.56 -2.54 -0.49
H: 3.57 -1.14 0.29
H: 2.61 -2.07 1.23

E_LUMO, eV: -4.010
SMILES: CC[N+]1(CC)NC(=O)N(C)C1=S
Orbital gap, eV: 9.746
Total charge: +1

***

6.
DFT (ωB97M-V/def2-TZVPD) results for 3 unconnected molecules or ions with the total composition C5H13NO2 in a non-equilibrium geometry.

CARTESIAN COORDINATES (ANGSTROEM)
N: 1.59 -0.40 -1.92
C: 0.96 -1.19 -0.87
C: -0.55 -1.28 -0.81
C: -1.22 -0.40 0.01
C: -2.58 -0.16 0.09
C: -3.16 0.95 0.87
H: 1.59 -0.77 -2.86
H: 1.26 -0.70 0.06
H: 1.35 -2.22 -0.87
H: -1.02 -1.92 -1.55
H: -0.56 0.24 0.60
H: -3.17 -0.93 -0.41
H: -2.52 1.10 1.75
H: -3.03 1.91 0.36
H: -4.20 0.86 1.17
H: 3.99 1.77 0.23
H: 2.53 -0.23 -1.59
O: 3.42 0.97 0.33
H: 2.44 0.71 1.28
H: 1.31 1.20 2.36
O: 1.57 0.48 1.78

Multiplicity: 2
E_LUMO (alpha / beta), eV: -6.356 / -6.439
Orbital gap (alpha / beta), eV: 6.668 / 6.577
Total charge: +1

***

7.
DFT (ωB97M-V/def2-TZVPD) results for 7 unconnected molecules or ions with the total composition C40H59F3N2O7S.

CARTESIAN COORDINATES (ANGSTROEM)
O: -2.41 1.44 -7.63
C: -2.68 1.14 -6.55
N: -2.95 0.77 -5.42
C: -2.52 1.61 -4.34
C: -2.70 2.99 -4.40
C: -2.28 3.77 -3.35
C: -1.67 3.19 -2.23
C: -1.48 1.82 -2.18
C: -1.92 1.02 -3.24
S: -1.68 -0.72 -3.12
C: -2.08 -0.87 -1.41
C: -2.83 -1.95 -0.96
C: -3.10 -2.06 0.39
C: -2.67 -1.08 1.26
C: -1.94 0.00 0.80
C: -1.62 0.11 -0.54
N: -0.84 1.17 -1.09
C: -0.14 2.00 -0.14
C: 1.00 1.23 0.51
C: 1.82 2.12 1.40
F: 2.40 3.13 0.73
F: 1.04 2.67 2.36
F: 2.80 1.44 2.02
H: -3.19 3.42 -5.26
H: -2.43 4.84 -3.36
H: -1.37 3.83 -1.42
H: -3.18 -2.67 -1.68
H: -3.67 -2.91 0.74
H: -2.91 -1.17 2.31
H: -1.64 0.75 1.53
H: 0.30 2.86 -0.65
H: -0.81 2.42 0.63
H: 0.65 0.40 1.12
H: 1.66 0.82 -0.25
C: 4.29 0.05 6.32
C: 3.55 0.30 5.01
C: 4.66 0.05 3.99
O: 5.51 -0.94 4.56
C: 5.20 -1.11 5.95
H: 3.63 -0.18 7.16
H: 4.88 0.93 6.59
H: 2.75 -0.43 4.88
H: 3.12 1.30 4.92
H: 5.24 0.96 3.80
H: 4.28 -0.32 3.04
H: 4.70 -2.07 6.09
H: 6.12 -1.13 6.53
C: -4.46 -2.33 -6.80
C: -4.63 -3.81 -7.14
C: -4.48 -4.45 -5.77
O: -4.96 -3.50 -4.82
C: -5.14 -2.23 -5.45
H: -4.89 -1.66 -7.55
H: -3.40 -2.10 -6.70
H: -5.64 -3.99 -7.53
H: -3.91 -4.19 -7.87
H: -3.42 -4.66 -5.55
H: -5.04 -5.38 -5.66
H: -6.22 -2.05 -5.55
H: -4.71 -1.45 -4.83
C: 5.24 -4.68 10.04
C: 3.83 -4.13 9.84
C: 4.12 -2.71 9.36
O: 5.35 -2.78 8.65
C: 5.98 -4.04 8.88
H: 5.29 -5.77 10.02
H: 5.65 -4.33 10.99
H: 3.31 -4.69 9.06
H: 3.21 -4.15 10.74
H: 4.23 -2.02 10.21
H: 3.35 -2.32 8.70
H: 5.90 -4.65 7.97
H: 7.04 -3.87 9.09
C: 4.54 -2.31 0.21
C: 4.14 -3.22 1.37
C: 2.81 -2.61 1.80
O: 2.22 -2.06 0.62
C: 3.19 -2.04 -0.44
H: 5.25 -2.77 -0.48
H: 4.97 -1.39 0.59
H: 3.99 -4.24 1.02
H: 4.87 -3.24 2.18
H: 2.97 -1.80 2.53
H: 2.12 -3.33 2.23
H: 2.93 -2.81 -1.17
H: 3.14 -1.07 -0.94
C: -3.15 3.27 5.30
C: -1.65 3.52 5.15
C: -1.16 2.17 4.66
O: -2.24 1.60 3.91
C: -3.43 2.36 4.12
H: -3.75 4.18 5.28
H: -3.35 2.75 6.24
H: -1.47 4.28 4.38
H: -1.16 3.85 6.06
H: -0.94 1.50 5.51
H: -0.28 2.22 4.03
H: -3.65 2.93 3.21
H: -4.26 1.67 4.29
C: -1.54 4.45 -11.28
C: -1.81 3.44 -10.16
C: -3.16 3.92 -9.64
O: -3.84 4.49 -10.75
C: -2.94 4.66 -11.84
H: -0.84 4.10 -12.03
H: -1.16 5.38 -10.86
H: -1.91 2.43 -10.58
H: -1.04 3.41 -9.40
H: -3.02 4.69 -8.87
H: -3.76 3.12 -9.22
H: -3.18 3.92 -12.61
H: -3.09 5.65 -12.27

E_LUMO, eV: 0.622
SMILES: O=C=Nc1cccc2c1Sc1ccccc1N2CCC(F)(F)F.C1CCOC1.C1CCOC1.C1CCOC1.C1CCOC1.C1CCOC1.C1CCOC1
Orbital gap, eV: 8.508
Total charge: 0

***

Question: Which formula does entry 1 have?
Answer: C21H42NO11S6